1.
The following is a quantum chemistry calculation of 5 unconnected molecules or ions with the total composition C36H37N2O9Si, from the OMol25 dataset.

XYZ file:
```
85
Properties=species:S:1:pos:R:3:mulliken_charge:R:1
C -1.523 -0.932 -0.042 -0.92
Si -1.949 -1.396 -1.881 0.40
C -0.445 -0.772 -2.980 -0.46
C -2.057 -3.302 -2.132 -0.99
C -3.513 -0.422 -2.518 0.05
C -4.899 -1.355 -2.450 -1.01
N -6.076 -0.480 -2.078 0.13
C -7.418 -1.207 -2.064 0.27
C -7.583 -2.623 -2.851 -0.16
C -9.085 -3.209 -2.637 -0.42
C -10.145 -2.389 -1.757 -0.14
N -10.058 -1.074 -1.062 -0.39
C -8.669 -0.583 -1.280 -0.26
C -6.111 0.826 -2.888 -0.33
C -4.658 1.610 -2.741 -0.34
O -3.678 0.903 -1.898 -0.40
H -0.564 -0.263 0.055 0.23
H -1.443 -1.954 0.547 0.28
H -2.426 -0.307 0.376 0.33
H -0.529 0.400 -3.178 0.24
H -0.421 -1.319 -4.022 0.26
H 0.574 -0.939 -2.428 -0.15
H -2.712 -3.565 -3.089 0.25
H -0.988 -3.793 -2.240 0.34
H -2.532 -3.756 -1.150 0.30
H -3.309 -0.245 -3.681 0.31
H -4.769 -2.135 -1.555 0.39
H -4.976 -1.872 -3.499 0.30
H -5.910 -0.168 -1.075 0.56
H -6.769 -3.196 -3.465 0.27
H -9.387 -4.238 -3.127 0.30
H -11.209 -2.918 -1.626 0.30
H -8.459 0.477 -0.767 0.22
H -6.393 0.669 -4.013 0.32
H -6.926 1.535 -2.393 0.32
H -4.135 1.813 -3.793 0.27
H -4.807 2.679 -2.253 0.33
C 3.405 -1.446 1.041 -0.44
C 4.733 -1.394 1.187 -0.58
C 5.616 -1.066 0.050 0.20
O 6.832 -1.020 0.183 -0.55
C 4.976 -0.796 -1.252 -0.42
C 3.649 -0.848 -1.399 -0.24
C 2.765 -1.176 -0.262 0.45
O 1.550 -1.222 -0.395 -0.38
H 2.743 -1.686 1.863 0.50
H 5.217 -1.589 2.136 0.60
H 5.639 -0.557 -2.075 0.46
H 3.164 -0.654 -2.348 0.40
C 2.281 0.954 5.788 -0.37
C 3.079 -0.070 5.470 -0.47
C 4.147 0.075 4.462 0.47
O 4.876 -0.862 4.169 -0.63
C 4.301 1.396 3.820 -0.31
C 3.503 2.420 4.138 -0.37
C 2.435 2.274 5.147 0.41
O 1.705 3.212 5.440 -0.62
H 1.492 0.864 6.525 0.45
H 2.979 -1.045 5.933 0.47
H 5.089 1.486 3.084 0.53
H 3.602 3.395 3.676 0.45
C 3.910 4.195 9.456 -0.42
C 4.068 3.809 8.187 -0.21
C 5.261 3.052 7.759 0.44
O 5.407 2.699 6.597 -0.49
C 6.272 2.738 8.789 -0.36
C 6.114 3.124 10.058 -0.37
C 4.920 3.881 10.486 0.32
O 4.774 4.234 11.648 -0.54
H 3.041 4.752 9.786 0.43
H 3.335 4.031 7.420 0.38
H 7.140 2.181 8.458 0.42
H 6.846 2.902 10.825 0.41
C 2.437 -1.184 -8.186 -0.34
C 2.890 -1.387 -6.945 -0.40
C 2.578 -0.445 -5.852 0.25
O 2.994 -0.629 -4.717 -0.48
C 1.745 0.728 -6.183 -0.21
C 1.291 0.931 -7.424 -0.36
C 1.603 -0.011 -8.517 0.35
O 1.187 0.173 -9.652 -0.55
H 2.657 -1.864 -9.000 0.40
H 3.502 -2.243 -6.687 0.44
H 1.524 1.408 -5.370 0.44
H 0.679 1.786 -7.682 0.41
```

## Properties
Net charge: +1
Kohn-Sham gap (eV): 7.6
LUMO level (hartree): -0.1405
Largest force on an atom (eV Å⁻¹): 8.3



2.
The following is a quantum chemistry calculation of C2H5F2N3O2P2 in the gas phase, from the OMol25 dataset.

XYZ file:
```
16
Properties=species:S:1:pos:R:3:mulliken_charge:R:1
C 2.012 1.781 0.192 -0.26
C 1.466 1.381 -0.750 0.14
O 0.892 0.837 -1.784 -0.41
P -0.327 -0.183 -1.581 0.87
N -0.681 -1.040 -2.718 -0.72
F -1.406 0.986 -1.027 -0.33
N -0.032 -1.175 -0.228 -0.38
P -0.362 -0.564 1.292 1.01
N -0.595 0.799 2.021 -0.71
O -1.415 -1.571 1.856 -0.53
F 1.053 -1.269 1.876 -0.38
H 2.534 2.097 1.037 0.39
H -0.433 -0.563 -3.605 0.28
H -0.507 -2.134 -0.592 0.40
H -0.236 1.623 1.589 0.27
H -1.962 -1.004 2.424 0.35
```

## Properties
Net charge: 0
SMILES: C#CO[P@](=N)(F)N[P@@](=N)(O)F
Energy relative to the best compared isomer or geometry (same formula, charge and spin) (kcal/mol): 67.4
Kohn-Sham gap (eV): 10.5
LUMO level (hartree): 0.0107
Largest force on an atom (eV Å⁻¹): 5.0